Entry 1:
DFT (the ωB97M-V functional and the def2-TZVPD basis) results for a cluster of 8 separate species, C11H23NO10 in total.

XYZ file:
```
45
Properties=species:S:1:pos:R:3:forces:R:3
O -2.3760 1.6748 -2.0316 0.44 -0.51 0.49
C -1.2873 1.5909 -1.5215 0.51 -1.40 -0.13
N -0.3095 2.6556 -1.7065 0.81 -0.47 0.95
C 0.6044 2.5783 -0.5546 -0.73 -1.55 0.17
O 1.2137 3.5222 -0.1450 0.10 -0.61 -0.26
C 0.5216 1.1117 -0.0663 -0.91 -2.76 0.79
C 1.3787 0.3383 0.8211 -0.41 -0.67 -0.85
C 2.6232 1.0430 1.4277 -2.00 1.43 1.68
C 1.9311 2.0888 2.5329 -1.61 -2.27 1.11
C 0.7223 1.4496 3.3804 3.86 1.36 -0.22
O 2.1262 1.7430 3.9409 -1.67 0.75 -2.17
C 1.0107 -1.0602 1.1191 -1.19 0.94 -1.38
C -0.1938 -1.7139 0.5632 0.26 2.80 -0.53
C -1.0866 -0.9700 -0.3412 2.56 2.20 1.05
C -0.6684 0.4402 -0.6178 0.64 0.48 0.30
H 0.3492 2.4019 -2.4583 -0.82 0.30 -0.33
H 3.2829 0.3727 2.0249 -0.44 0.45 -0.72
H 3.1563 1.7011 0.7021 -0.28 -0.88 0.43
H 1.8388 3.1908 2.2309 0.35 -1.78 0.67
H 0.6212 0.3413 3.4132 -0.47 1.20 -0.36
H -0.0534 2.1586 3.7399 0.59 -0.86 -0.17
H 1.6609 -1.6697 1.7927 -0.67 0.74 -0.69
H -0.4356 -2.7571 0.8445 0.22 1.01 -0.23
H -1.9997 -1.3955 -0.8031 0.82 0.36 0.47
O 1.2461 5.5981 -2.8501 -0.07 -0.13 -0.10
H 0.3617 5.9713 -2.9344 0.06 -0.04 0.04
H 1.1159 4.8121 -2.3063 -0.03 0.21 0.15
O -3.1705 4.4029 -1.4104 -0.15 -0.06 -0.05
H -2.9912 3.4759 -1.6255 0.03 0.20 -0.12
H -3.7598 4.6969 -2.1133 0.04 0.02 0.09
O 0.3387 -2.9162 -2.3849 0.02 -0.31 -0.34
H 0.3599 -2.2461 -3.0773 0.02 0.07 0.18
H 0.4639 -3.7495 -2.8592 -0.02 0.01 0.03
O 0.5347 -4.5284 0.0391 0.16 -0.22 0.03
H 0.5589 -3.8517 -0.6521 0.01 0.08 0.03
H 0.6591 -5.3528 -0.4454 -0.07 0.05 0.04
O -3.7817 0.9261 1.0333 -0.12 -0.02 0.04
H -3.0660 1.1171 0.4214 -0.01 0.00 -0.06
H -4.5328 1.4257 0.6941 0.09 -0.01 0.02
O 0.7268 -3.5979 3.2373 0.17 -0.04 -0.21
H 0.6961 -4.0182 2.3657 -0.02 -0.05 0.03
H 1.6602 -3.6235 3.4765 -0.10 -0.05 0.07
O -0.3537 -6.3092 -2.4581 -0.07 0.03 0.12
H -1.2570 -5.9811 -2.5424 0.07 0.01 0.02
H -0.4401 -7.0879 -1.8958 0.03 -0.01 -0.12
```
Positions in Å, forces in eV/Å.

## Properties
Total charge = 0
SMILES string = O=C1NC(=O)c2c(C[C@H]3CO3)cccc21.O.O.O.O.O.O.O
Kohn-Sham gap = 0.3105 Eh
ΔE to the lowest compared entry with this formula, charge and spin = 0.0000 eV

Entry 2:
DFT (the ωB97M-V functional and the def2-TZVPD basis) results for a cluster of 4 separate species, C11H23NO5S2 in total.

XYZ file:
```
42
Properties=species:S:1:pos:R:3:forces:R:3
C 0.1196 -1.2735 2.1180 -1.15 -0.26 0.17
C 1.5426 -0.8938 1.9889 1.26 0.12 -0.90
O 1.8367 -0.1137 3.1424 -1.15 0.23 1.65
C 0.5824 0.3796 3.6395 3.23 -0.25 -0.03
O 0.5022 1.1764 4.5384 -0.33 -0.99 -1.27
O -0.3243 -0.2040 2.9123 -3.19 1.60 0.89
H -0.1543 -2.1562 2.6960 0.74 -0.41 -0.04
H -0.5106 -1.3211 1.2300 0.34 0.17 -0.22
H 1.7311 -0.1701 1.1959 -0.27 -0.51 -0.60
H 2.1626 -1.7800 1.8537 0.40 0.28 0.35
C 1.3566 0.0587 -1.7433 -1.81 -0.40 0.05
C -0.2050 0.1241 -1.4108 2.22 -0.88 -1.04
C -0.9593 0.0054 -2.7776 -1.40 1.28 0.78
C -1.1326 1.2663 -3.5961 -0.22 5.74 -3.93
N -1.2645 2.2802 -4.2945 0.87 -6.88 4.82
H 1.5603 -0.9280 -2.1594 -0.05 -0.18 0.06
H 1.9808 0.1463 -0.8540 0.12 0.55 -0.31
H 1.5371 0.7364 -2.5778 0.54 0.45 0.45
H -0.4412 0.9514 -0.7416 -0.28 0.40 -0.66
H -0.4464 -0.7554 -0.8138 -0.25 -0.12 -0.38
H -1.9768 -0.2828 -2.5136 -0.25 -0.05 -0.06
H -0.6344 -0.8068 -3.4279 0.53 0.15 0.13
C -1.9055 -4.7162 0.2737 0.74 -0.76 -0.53
S -2.3921 -3.5917 -1.0315 0.68 2.21 -1.49
O -2.2242 -2.1546 -0.5382 -0.30 -0.89 0.50
C -0.9112 -3.8068 -2.1724 -0.28 -1.32 0.42
H -0.9922 -5.1812 -0.0976 0.47 0.46 0.78
H -2.5176 -5.6139 0.3607 -0.83 0.38 -0.05
H -1.8681 -4.1382 1.1971 0.36 -0.11 0.00
H 0.0105 -3.9459 -1.6074 -0.22 -0.62 0.47
H -0.5214 -3.1689 -2.9656 -1.17 1.20 -0.10
H -1.2659 -4.6901 -2.7035 0.65 -0.55 0.09
C 0.1921 3.7967 -0.0590 0.82 -0.03 0.46
S 1.7388 4.0027 1.0314 -0.89 -0.61 0.09
O 2.6587 4.9865 0.4101 -0.23 0.09 -0.31
C 0.9486 4.9219 2.3865 0.07 1.30 -0.16
H -0.1088 4.7710 -0.4440 0.02 -0.02 0.11
H -0.6127 3.2898 0.4733 0.04 0.32 0.47
H 0.4165 3.1123 -0.8772 0.48 0.27 -0.09
H 1.6529 5.6056 2.8604 0.90 -0.66 -0.04
H 0.4715 4.3791 3.2026 -0.30 -0.31 -0.56
H 0.3675 5.7025 1.8954 -0.91 -0.41 0.02
```
Positions in Å, forces in eV/Å.

## Properties
Total charge = -1
Kohn-Sham gap (alpha / beta) = 0.0860 / 0.3281 Eh
Multiplicity = 2

Entry 3:
DFT (the ωB97M-V functional and the def2-TZVPD basis) results for a structure of composition C11H24ClCoIN3OP2.

XYZ file:
```
44
Properties=species:S:1:pos:R:3:forces:R:3
C -0.5883 -2.3342 -2.7617 -1.43 -2.25 -1.79
I 2.3193 -2.5716 -1.4064 0.30 -0.57 -0.01
H -1.5935 -2.0747 -2.4620 -0.22 -0.23 -0.63
H -0.4654 -3.4309 -2.5753 0.32 1.00 0.05
H -0.4135 -2.1196 -3.8233 0.21 -0.09 0.29
Co 0.3135 -1.1741 -1.6527 -1.06 0.06 0.81
P -0.1819 0.9371 -2.6524 -1.15 1.79 -1.06
C 1.0963 1.8816 -3.5170 1.17 0.12 -0.37
C -1.4027 0.6172 -3.9558 0.01 -0.31 0.16
H -1.8611 1.9523 -1.1892 0.01 0.03 -0.03
H -1.1748 3.1364 -2.3270 0.13 -0.17 -0.16
H -0.2509 2.6588 -0.8985 0.06 0.02 0.00
C -0.9450 2.3025 -1.6604 0.16 -0.85 0.36
H -2.3763 0.4416 -3.4927 0.10 -0.09 -0.13
H -1.4448 1.4924 -4.6127 0.02 -0.16 0.13
H 0.6388 2.6009 -4.2340 0.13 -0.58 0.57
H 1.7498 1.1916 -4.0900 -0.28 0.45 0.22
H -1.0853 -0.2660 -4.5137 -0.23 0.22 -0.14
H 1.7407 2.4572 -2.8114 -0.51 -0.49 -0.49
C 1.6310 -0.0404 -1.3375 5.35 4.07 0.99
O 2.5396 0.6934 -1.1813 -3.02 -2.05 -0.40
Cl -2.1193 -0.7595 -0.8156 0.23 0.02 0.27
C 1.3297 -1.1062 3.6013 0.02 -0.51 0.81
N 1.4191 0.2995 3.1613 -2.12 -0.92 -1.85
C 0.2126 1.0339 3.6138 0.04 1.20 1.34
N -1.0250 0.4160 3.1105 1.87 -0.64 -0.96
C -1.0945 -0.9970 3.5323 0.29 -0.33 0.57
N 0.1025 -1.7726 3.1167 0.02 0.76 -0.26
C 0.1429 -2.0013 1.6722 -0.21 -0.13 0.21
P 0.1722 -0.4059 0.7403 -0.38 0.10 1.05
C 1.6123 0.4021 1.7151 0.47 0.80 0.56
C -1.1551 0.5786 1.6769 -0.43 0.43 0.25
H 1.3030 -1.1060 4.7047 0.12 -0.05 -0.46
H 2.2137 -1.6481 3.2382 -0.28 0.12 0.19
H 0.2739 2.0650 3.2455 -0.03 -0.24 0.21
H 0.1973 1.0189 4.7175 0.02 0.05 -0.52
H -1.9995 -1.4647 3.1176 0.32 0.18 0.15
H -1.1285 -1.0163 4.6358 -0.11 0.00 -0.48
H 1.0383 -2.5886 1.4108 -0.38 0.14 0.05
H -0.7573 -2.5510 1.3543 0.33 0.05 0.08
H 1.6641 1.4730 1.4336 -0.01 -0.54 0.09
H 2.5558 -0.0812 1.4286 -0.21 -0.03 0.04
H -2.1350 0.2169 1.3476 0.35 0.01 0.14
H -1.0690 1.6428 1.3960 0.01 -0.39 0.15
```
Positions in Å, forces in eV/Å.

## Properties
Total charge = +2
Kohn-Sham gap (alpha / beta) = 0.2614 / 0.1977 Eh
Multiplicity = 5

Entry 4:
DFT (the ωB97M-V functional and the def2-TZVPD basis) results for a structure of composition C11H24ClIN3OP2W.

XYZ file:
```
44
Properties=species:S:1:pos:R:3:forces:R:3
C 2.6092 -0.8540 -1.3969 -2.37 -1.96 1.81
I 3.2394 1.7817 -1.9737 0.78 1.74 0.58
H 1.5718 -0.4669 -1.2692 0.35 0.05 -0.38
H 2.5059 -1.8354 -0.9292 0.70 -0.22 0.22
H 2.7550 -1.0180 -2.4463 0.73 0.37 -0.24
W -2.0496 0.1542 -0.8834 -1.00 0.12 -2.18
P -0.8293 -0.0617 -3.0534 0.48 -0.62 -5.46
C 0.7588 0.3426 -4.0190 1.32 0.66 1.02
C -0.9330 -1.6163 -4.1795 -0.87 -1.05 1.06
H -2.8992 0.9632 -4.0242 0.55 0.27 -0.21
H -1.4827 1.1100 -5.1517 -0.05 -0.26 0.37
H -1.5668 2.1573 -3.6987 -0.32 -0.35 -0.38
C -1.8098 1.1543 -4.1058 -0.82 0.39 1.39
H -1.9264 -2.0967 -4.1455 0.44 0.17 0.07
H -0.6993 -1.3860 -5.2382 -0.19 0.44 0.83
H 0.6217 0.2907 -5.1136 -0.72 -0.21 0.70
H 1.5560 -0.3647 -3.7478 -0.44 0.43 -0.10
H -0.1788 -2.3446 -3.8281 -0.38 0.31 -0.07
H 1.0675 1.3603 -3.7849 0.08 -0.18 0.08
C 3.4242 0.1238 -0.6300 1.07 -0.63 -0.94
O 4.0489 -0.0274 0.3675 -0.87 0.57 -0.55
Cl -4.1566 -0.4608 -0.7134 0.76 0.22 0.16
C 1.1037 -0.6105 3.5618 1.94 -0.85 1.13
N 1.0310 0.8025 3.1402 -2.60 -1.09 -1.50
C -0.0344 1.4648 3.9573 0.38 0.13 -0.16
N -1.3315 0.8207 3.6881 0.72 -0.20 -1.65
C -1.2572 -0.5970 4.0373 -0.81 -0.83 1.16
N -0.1731 -1.2979 3.3119 -0.18 2.43 -2.26
C -0.4439 -1.4616 1.8795 0.03 -1.34 0.69
P -0.7740 0.1935 0.9421 1.19 -0.45 3.74
C 0.8266 0.9327 1.6782 2.68 1.42 0.56
C -1.8129 1.0715 2.3215 -1.10 1.01 1.43
H 1.3053 -0.6386 4.6630 -0.06 -0.02 -0.99
H 1.9242 -1.1130 3.0114 -0.47 0.20 0.38
H -0.0679 2.5248 3.6830 -0.07 -0.20 0.18
H 0.2377 1.3511 5.0225 -0.23 0.11 -0.52
H -2.2146 -1.0899 3.7970 0.37 0.19 0.21
H -1.0446 -0.7010 5.1264 -0.25 0.12 -0.76
H 0.4260 -1.9246 1.3751 -0.36 0.17 0.32
H -1.3277 -2.1135 1.7431 0.32 0.35 0.09
H 0.8679 2.0207 1.4394 -0.25 -0.64 0.02
H 1.7297 0.4793 1.1894 -0.98 0.16 0.30
H -2.8858 0.8095 2.2562 0.61 -0.03 -0.01
H -1.7114 2.1710 2.1403 -0.12 -0.88 -0.11
```
Positions in Å, forces in eV/Å.

## Properties
Total charge = +3
Kohn-Sham gap (alpha / beta) = 0.1422 / 0.1463 Eh
Multiplicity = 3

Entry 5:
DFT (the ωB97M-V functional and the def2-TZVPD basis) results for a cluster of 2 separate species, C11H24F5O3P in total.

XYZ file:
```
44
Properties=species:S:1:pos:R:3:forces:R:3
F 1.5072 -3.3004 -1.8702 -0.16 -0.05 0.05
C 0.7379 -3.5467 -0.7986 0.01 0.06 0.02
F 0.5294 -2.3833 -0.1654 -0.02 -0.09 -0.04
F 1.4135 -4.3453 0.0203 -0.01 -0.06 0.03
C -0.6107 -4.1872 -1.2145 -0.05 -0.24 0.03
F -1.3422 -4.3083 -0.0602 0.22 -0.03 -0.50
F -0.3139 -5.4604 -1.6381 -0.14 0.53 0.17
C -1.3569 -3.4493 -2.3113 0.11 0.12 0.00
C -1.8989 -2.0503 -1.9637 -0.14 0.07 0.00
C -2.9895 -1.9591 -0.8880 0.17 0.19 0.06
P -4.5507 -2.9968 -1.1804 -0.06 0.10 0.00
H -0.6496 -3.3506 -3.1441 -0.12 -0.08 0.13
H -2.1553 -4.1094 -2.6637 0.10 -0.02 0.17
H -2.3169 -1.6427 -2.8958 0.09 -0.12 0.10
H -1.0674 -1.3872 -1.7029 -0.08 -0.08 -0.08
H -2.6027 -2.1682 0.1187 -0.05 -0.06 -0.15
H -3.3497 -0.9181 -0.8725 0.05 -0.14 0.03
H -4.6428 -2.4714 -2.5124 0.06 -0.05 -0.03
H -3.8829 -4.2203 -0.9146 0.01 -0.02 -0.02
H -5.1821 -2.3488 -0.0795 0.02 -0.04 0.01
H -5.7852 -3.7426 -1.4330 0.00 0.00 0.02
C 2.7953 0.1736 -0.8202 -0.02 0.05 -0.04
O 2.1270 1.2352 -0.1786 0.06 0.00 0.15
C 1.1089 0.7778 0.6929 0.04 0.04 -0.09
C 0.6278 1.8984 1.5857 -0.08 0.00 0.01
O 1.4905 2.1632 2.6797 0.01 0.02 -0.04
C 2.5929 3.0163 2.4171 0.05 -0.03 0.03
C 2.2537 4.4869 2.4994 -0.01 0.03 -0.07
O 1.6004 4.9170 1.3196 -0.07 -0.08 0.06
C 1.0896 6.2231 1.4459 0.02 -0.02 -0.05
H 2.1070 -0.4200 -1.4329 0.00 -0.02 0.01
H 3.5569 0.6077 -1.4650 -0.01 0.01 0.00
H 3.2790 -0.4881 -0.0921 -0.03 -0.03 -0.01
H 1.4842 -0.0428 1.3170 -0.02 -0.02 0.00
H 0.2621 0.4019 0.1003 -0.01 -0.05 0.02
H -0.3159 1.5814 2.0349 -0.02 0.02 -0.02
H 0.4437 2.8018 0.9996 0.04 -0.01 -0.03
H 3.0512 2.7841 1.4532 -0.02 0.03 -0.03
H 3.3169 2.7985 3.2048 0.03 0.00 -0.02
H 3.1809 5.0621 2.6351 0.00 0.01 0.03
H 1.6097 4.6586 3.3714 0.01 0.01 0.02
H 0.3403 6.2801 2.2442 0.02 0.02 0.01
H 0.6197 6.4852 0.5001 0.01 0.00 0.00
H 1.8876 6.9447 1.6579 -0.01 0.00 0.02
```
Positions in Å, forces in eV/Å.

## Properties
Total charge = 0
SMILES string = FC(F)(F)C(F)(F)CCC[PH4].COCCOCCOC
Kohn-Sham gap = 0.3367 Eh

no.,E_tot (eV)
1,-33741.8713
2,-45173.3585
3,-95122.0103
4,-59304.9522
5,-40811.3494